(1)
C2H7N5 | wB97M-V/def2-TZVPD

Geometry as XYZ:
```
14
Properties=species:S:1:pos:R:3:lowdin_charge:R:1
C -0.334 -0.219 0.483 -0.548
C 1.037 -0.133 -1.490 -0.308
H -2.424 1.978 0.782 0.076
H -1.034 2.094 1.685 0.049
H -1.051 -0.259 2.472 0.094
H -0.470 -1.843 1.928 0.159
H 1.123 -1.827 0.013 0.184
H 0.550 0.888 -1.556 0.107
H 2.320 -1.402 -2.142 0.100
N -1.693 1.430 1.303 -0.034
N -0.944 0.846 0.056 0.000
N -0.434 -0.729 1.752 0.060
N 0.607 -0.912 -0.327 0.038
N 2.002 -0.280 -2.376 0.023
```

Calculated values
**E_LUMO**: 0.661 eV
**SMILES**: [H]/N=C\N/C(N)=N/N
**Orbital gap**: 9.53 eV
**Energy relative to the best compared isomer or geometry (same formula, charge and spin)**: 260.31 kJ/mol
**Electronic energy**: -354.092245 Ha
**HOMO**: -8.864 eV

***

(2)
C22H61ClN11O14 | wB97M-V/def2-TZVPD

Geometry as XYZ:
```
109
Properties=species:S:1:pos:R:3:lowdin_charge:R:1
Cl 1.675 0.376 -0.868 0.626
O 0.677 1.120 -1.621 -0.364
O 1.169 -0.925 -0.604 -0.352
O 2.889 0.341 -1.645 -0.373
O 1.954 1.040 0.372 -0.343
C -0.755 4.034 -3.758 -0.671
O -0.159 4.704 -2.934 0.039
N -0.559 2.690 -3.910 0.164
N -1.587 4.602 -4.701 0.126
H 0.033 2.188 -3.261 0.065
H -1.123 2.205 -4.580 0.074
H -2.062 3.998 -5.344 0.071
H -1.854 5.554 -4.552 0.088
C -1.619 3.047 1.143 -0.679
O -1.115 3.963 0.507 0.037
N -1.611 1.737 0.722 0.172
N -2.435 3.246 2.211 0.132
H -0.909 1.422 0.065 0.071
H -2.038 1.135 1.402 0.051
H -2.844 2.545 2.848 0.038
H -2.356 4.144 2.665 0.090
C 3.429 4.512 -1.489 -0.677
O 2.218 4.631 -1.461 0.048
N 4.252 5.425 -2.102 0.132
N 4.050 3.448 -0.901 0.157
H 3.803 6.179 -2.584 0.092
H 5.239 5.439 -1.938 0.075
H 3.478 2.788 -0.401 0.073
H 5.048 3.364 -0.902 0.082
C 5.459 -1.848 -3.387 -0.688
O 6.438 -2.489 -3.788 -0.019
N 5.291 -1.510 -2.082 0.164
N 4.422 -1.524 -4.193 0.163
H 6.060 -1.659 -1.457 0.081
H 4.662 -0.785 -1.776 0.056
H 3.756 -0.874 -3.802 0.084
H 4.453 -1.693 -5.177 0.100
C -4.461 3.365 7.066 -0.110
O -4.999 2.340 6.247 -0.199
C -5.019 2.739 4.888 -0.234
C -5.048 1.511 4.000 -0.185
N -3.734 1.047 3.549 -0.087
C -2.839 0.711 4.674 -0.181
C -1.621 0.057 4.058 -0.225
O -1.972 -1.161 3.399 -0.176
C -0.954 -1.517 2.483 -0.098
H -3.456 3.592 6.686 0.081
H -4.334 3.085 8.107 0.085
H -5.028 4.293 6.943 0.087
H -4.168 3.383 4.639 0.112
H -5.924 3.332 4.715 0.124
H -5.750 1.621 3.173 0.120
H -5.475 0.707 4.619 0.120
H -3.848 0.195 3.011 0.117
H -3.314 0.000 5.362 0.125
H -2.537 1.569 5.274 0.119
H -0.876 -0.140 4.837 0.123
H -1.149 0.745 3.354 0.111
H -1.245 -2.471 2.039 0.095
H -0.034 -1.807 3.012 0.059
H -0.652 -0.797 1.722 0.078
C 0.420 -2.444 -3.203 -0.114
O -0.562 -2.143 -4.168 -0.188
C -1.585 -1.311 -3.657 -0.226
C -2.711 -1.016 -4.638 -0.195
N -3.742 -2.058 -4.503 -0.065
C -5.014 -1.666 -5.086 -0.201
C -5.021 -1.612 -6.658 -0.230
O -4.478 -0.389 -7.095 -0.198
C -4.897 -0.079 -8.405 -0.122
H 0.006 -2.672 -2.215 0.079
H 1.066 -1.566 -3.171 0.073
H 0.973 -3.361 -3.411 0.086
H -1.151 -0.385 -3.253 0.109
H -1.979 -1.779 -2.747 0.120
H -2.349 -0.921 -5.666 0.117
H -3.166 -0.059 -4.376 0.117
H -3.372 -2.860 -5.004 0.107
H -5.297 -0.663 -4.769 0.116
H -5.792 -2.389 -4.831 0.105
H -6.062 -1.740 -6.981 0.111
H -4.421 -2.460 -7.014 0.121
H -5.981 0.070 -8.476 0.084
H -4.613 -0.842 -9.136 0.087
H -4.437 0.872 -8.673 0.086
C 4.415 -4.908 5.631 -0.121
O 3.990 -3.581 5.504 -0.199
C 2.659 -3.459 5.048 -0.223
C 2.422 -1.960 4.735 -0.190
N 3.380 -1.517 3.730 -0.032
C 3.007 -1.922 2.383 -0.221
C 4.191 -1.956 1.466 -0.203
O 5.151 -2.872 2.011 -0.183
C 6.359 -2.797 1.318 -0.143
H 3.994 -5.319 6.561 0.085
H 5.502 -4.951 5.667 0.086
H 4.067 -5.571 4.830 0.087
H 2.003 -3.774 5.872 0.120
H 2.475 -4.073 4.163 0.111
H 2.460 -1.480 5.719 0.111
H 1.398 -1.735 4.433 0.087
H 4.248 -1.969 3.997 0.089
H 2.239 -1.257 1.976 0.101
H 2.450 -2.873 2.319 0.118
H 4.679 -0.974 1.452 0.129
H 3.888 -2.222 0.450 0.122
H 7.154 -3.421 1.729 0.083
H 6.796 -1.789 1.287 0.088
H 6.245 -3.114 0.274 0.077
```

Calculated values
**Net charge**: -1
**E_LUMO**: 2.275 eV
**Orbital gap**: 8.70 eV
**Energy relative to the best compared isomer or geometry (same formula, charge and spin)**: 163.50 kJ/mol
**Electronic energy**: -2990.530160 Ha
**HOMO**: -6.429 eV

***

(3)
C6H10O3S | wB97M-V/def2-TZVPD

Geometry as XYZ:
```
20
Properties=species:S:1:pos:R:3:lowdin_charge:R:1
C 1.428 0.374 -0.556 0.151
C 0.573 0.165 0.404 -0.266
C 0.896 0.509 1.823 -0.001
C -1.522 0.698 -0.731 -0.063
C -1.560 -1.136 1.129 -0.042
C -0.766 -0.381 -0.005 -0.397
O 3.097 -1.134 -1.959 -0.278
O 2.712 1.190 -2.711 -0.262
O 0.763 -0.370 -2.413 -0.266
S 2.214 -0.001 -2.128 0.493
H 0.806 -0.306 2.433 0.061
H 1.858 0.907 1.677 0.073
H 0.292 1.322 2.266 0.118
H -0.931 1.004 -1.651 0.097
H -1.653 1.604 -0.162 0.078
H -2.567 0.388 -0.999 0.099
H -1.568 -0.408 2.017 0.087
H -1.035 -2.045 1.481 0.084
H -2.644 -1.209 0.768 0.101
H -0.393 -1.171 -0.682 0.131
```

Calculated values
**E_LUMO (spin up / spin down)**: -1.535 / -1.535 eV
**Orbital gap (spin up / spin down)**: 9.25 / 9.25 eV
**Energy relative to the best compared isomer or geometry (same formula, charge and spin)**: 320.60 kJ/mol
**Electronic energy**: -858.366847 Ha
**HOMO (spin up / spin down)**: -10.788 / -10.788 eV

***

(4)
C6H5F6NO8S2 | wB97M-V/def2-TZVPD

Geometry as XYZ:
```
28
Properties=species:S:1:pos:R:3:lowdin_charge:R:1
O -1.955 -0.533 -4.123 -0.178
C -1.187 -1.648 -4.212 -0.525
O 0.088 -1.503 -4.932 -0.271
S -1.866 -3.219 -3.445 0.707
O -2.287 -4.142 -4.655 -0.466
O -3.217 -2.952 -2.673 -0.448
N -0.707 -4.143 -2.521 -0.328
S 0.020 -3.210 -1.237 0.722
O 0.443 -4.254 -0.131 -0.443
O 1.346 -2.485 -1.638 -0.401
C -1.135 -2.002 -0.383 -0.285
F -2.375 -2.655 0.181 -0.025
F -0.388 -1.507 0.833 -0.051
F -1.445 -0.777 -1.176 0.005
C 0.432 4.406 1.572 -0.072
C 1.596 3.487 1.249 -0.213
O 1.785 2.523 2.296 -0.001
C 0.938 1.444 2.282 -0.319
O 0.055 1.279 1.443 0.162
C 1.277 0.477 3.414 -0.470
F 1.466 1.109 4.608 0.123
F 2.424 -0.219 3.168 0.145
F 0.306 -0.454 3.629 0.145
H 0.573 4.874 2.551 0.076
H 0.335 5.188 0.814 0.079
H -0.510 3.851 1.618 0.078
H 2.519 4.074 1.187 0.121
H 1.465 2.990 0.281 0.134
```

Calculated values
**Net charge**: -2
**E_LUMO**: 3.990 eV
**Orbital gap**: 5.86 eV
**Electronic energy**: -2283.696948 Ha
**HOMO**: -1.866 eV

***

(5)
C24H39F5N2O4SbSi3SnTe | wB97M-V/def2-TZVPD

Geometry as XYZ:
```
80
Properties=species:S:1:pos:R:3:lowdin_charge:R:1
Sn -1.154 -0.277 0.257 1.064
C -2.247 3.719 -0.982 -0.080
O -3.635 3.616 -0.706 -0.047
C -4.193 2.569 -0.044 -0.198
C -5.580 2.642 0.033 0.028
C -6.337 1.691 0.693 -0.056
C -5.695 0.633 1.299 -0.030
C -4.304 0.517 1.220 -0.141
C -3.726 -0.615 1.901 -0.007
N -2.521 -1.024 1.733 -0.097
N -2.072 -2.079 2.499 0.114
C -0.792 -2.231 2.358 -0.401
O -0.048 -1.482 1.559 -0.229
C -0.117 -3.288 3.136 -0.149
C -0.849 -4.375 3.612 -0.018
C -0.221 -5.355 4.360 -0.063
C 1.135 -5.254 4.647 -0.069
C 1.863 -4.168 4.183 -0.066
C 1.240 -3.189 3.425 -0.033
C -3.526 1.486 0.549 -0.235
O -2.170 1.424 0.511 -0.257
H -2.144 4.649 -1.538 0.104
H -1.655 3.772 -0.068 0.085
H -1.900 2.888 -1.596 0.064
H -6.049 3.490 -0.449 0.132
H -7.412 1.785 0.735 0.114
H -6.254 -0.123 1.834 0.119
H -4.339 -1.167 2.610 0.150
H -1.904 -4.442 3.387 0.113
H -0.790 -6.201 4.721 0.110
H 1.622 -6.020 5.235 0.109
H 2.916 -4.081 4.415 0.108
H 1.804 -2.334 3.077 0.080
C 1.109 3.935 -1.843 -0.193
Si 1.370 2.290 -2.677 0.364
C 3.123 2.193 -3.300 -0.206
C 0.125 1.952 -4.009 -0.202
Sb 1.291 0.458 -0.820 1.028
Si 2.463 -1.795 -1.455 0.371
C 1.225 -2.974 -2.174 -0.199
C 3.165 -2.435 0.137 -0.202
C 3.790 -1.328 -2.675 -0.216
Si 2.316 1.630 1.254 0.351
C 3.896 2.437 0.680 -0.208
C 1.013 2.864 1.759 -0.201
C 2.617 0.356 2.573 -0.202
H 1.204 4.710 -2.609 0.056
H 1.870 4.131 -1.087 0.019
H 0.127 4.038 -1.384 -0.001
H 3.248 2.982 -4.047 0.051
H 3.360 1.244 -3.782 0.016
H 3.852 2.372 -2.508 0.029
H 0.257 2.720 -4.777 0.052
H -0.902 2.009 -3.649 0.018
H 0.273 0.980 -4.476 0.031
H 0.375 -3.145 -1.513 0.033
H 1.746 -3.929 -2.297 0.053
H 0.856 -2.663 -3.149 0.027
H 2.375 -2.586 0.871 0.012
H 3.918 -1.766 0.556 0.030
H 3.643 -3.401 -0.052 0.052
H 3.371 -1.028 -3.636 0.031
H 4.413 -2.210 -2.851 0.048
H 4.440 -0.532 -2.309 0.031
H 3.714 3.281 0.015 0.020
H 4.555 1.731 0.172 0.033
H 4.435 2.815 1.553 0.046
H 0.858 3.626 0.995 0.018
H 1.338 3.369 2.672 0.050
H 0.047 2.396 1.967 0.026
H 3.388 -0.358 2.283 0.026
H 1.705 -0.191 2.814 0.013
H 2.959 0.869 3.476 0.052
F -2.551 -2.970 -3.243 -0.314
Te -2.561 -1.209 -2.727 1.785
F -2.554 0.612 -2.295 -0.355
F -3.050 -0.709 -4.421 -0.311
F -4.344 -1.357 -2.309 -0.315
F -0.804 -0.990 -3.301 -0.368
O -2.013 -1.601 -1.009 -0.594
```

Calculated values
**Net charge**: +1
**E_LUMO**: -3.531 eV
**Orbital gap**: 7.17 eV
**Energy relative to the best compared isomer or geometry (same formula, charge and spin)**: 0.00 kJ/mol
**Electronic energy**: -3438.719866 Ha
**HOMO**: -10.703 eV

***

(6)
C4H12O4 | wB97M-V/def2-TZVPD

Geometry as XYZ:
```
20
Properties=species:S:1:pos:R:3:lowdin_charge:R:1
O 1.454 -0.491 -2.434 0.027
C 2.452 -0.372 -1.744 -0.151
C 2.359 0.238 -0.181 -0.164
C 0.953 0.251 0.217 -0.175
C 0.909 0.695 1.752 -0.228
O 0.854 2.036 2.148 -0.010
H 3.327 -0.556 -2.188 0.063
H 2.993 -0.436 0.379 0.101
H 3.076 1.020 -0.081 0.107
H 0.498 0.888 -0.465 0.094
H 0.488 -0.821 0.212 0.139
H 1.800 0.524 2.401 0.135
H 0.106 0.183 2.204 0.091
H 0.067 2.384 2.080 -0.005
H -5.043 0.187 0.961 0.049
H -4.136 -0.603 0.290 -0.091
O -5.007 -0.600 0.400 -0.005
H -1.298 -1.350 -0.469 0.007
H -2.344 -1.695 -1.607 0.095
O -2.248 -1.520 -0.612 -0.078
```

Calculated values
**E_LUMO**: 0.518 eV
**SMILES**: O=CCCCO.O.O
**Orbital gap**: 10.45 eV
**Energy relative to the best compared isomer or geometry (same formula, charge and spin)**: 337.90 kJ/mol
**Electronic energy**: -460.453940 Ha
**HOMO**: -9.928 eV

***

Please write out number 4 again, unchanged.
C6H5F6NO8S2 | wB97M-V/def2-TZVPD

Geometry as XYZ:
```
28
Properties=species:S:1:pos:R:3:lowdin_charge:R:1
O -1.955 -0.533 -4.123 -0.178
C -1.187 -1.648 -4.212 -0.525
O 0.088 -1.503 -4.932 -0.271
S -1.866 -3.219 -3.445 0.707
O -2.287 -4.142 -4.655 -0.466
O -3.217 -2.952 -2.673 -0.448
N -0.707 -4.143 -2.521 -0.328
S 0.020 -3.210 -1.237 0.722
O 0.443 -4.254 -0.131 -0.443
O 1.346 -2.485 -1.638 -0.401
C -1.135 -2.002 -0.383 -0.285
F -2.375 -2.655 0.181 -0.025
F -0.388 -1.507 0.833 -0.051
F -1.445 -0.777 -1.176 0.005
C 0.432 4.406 1.572 -0.072
C 1.596 3.487 1.249 -0.213
O 1.785 2.523 2.296 -0.001
C 0.938 1.444 2.282 -0.319
O 0.055 1.279 1.443 0.162
C 1.277 0.477 3.414 -0.470
F 1.466 1.109 4.608 0.123
F 2.424 -0.219 3.168 0.145
F 0.306 -0.454 3.629 0.145
H 0.573 4.874 2.551 0.076
H 0.335 5.188 0.814 0.079
H -0.510 3.851 1.618 0.078
H 2.519 4.074 1.187 0.121
H 1.465 2.990 0.281 0.134
```

Calculated values
**Net charge**: -2
**E_LUMO**: 3.990 eV
**Orbital gap**: 5.86 eV
**Electronic energy**: -2283.696948 Ha
**HOMO**: -1.866 eV

***

> Among the records above, which one has the lowest electronic energy?

C24H39F5N2O4SbSi3SnTe

***

> Which formula does entry 1 have?

C2H7N5